[1]
The molecule C5H8N2 in a non-equilibrium geometry. Source: the OMol25 dataset; level of theory: ωB97M-V/def2-TZVPD.

```
15
Properties=species:S:1:pos:R:3
C -0.0611 0.2484 0.3919
C -0.2400 -1.0498 0.5962
C -1.5114 0.5088 0.0623
C 1.2615 0.9336 0.4816
C -1.7292 -1.0183 0.3281
N 2.1837 -0.1364 0.7056
N 2.6577 -0.6818 -0.4015
H -2.0484 1.1574 0.7532
H -1.7047 0.8110 -0.9691
H 1.4808 1.4942 -0.4418
H 1.3042 1.6064 1.3429
H -2.0662 -1.5892 -0.5368
H -2.3589 -1.2367 1.1868
H 2.1420 -0.5762 -1.2770
H 3.0941 -1.5763 -0.2360
```

The calculation puts the max |F| at 2.5 eV Å⁻¹. Its energy above the lowest of the compared OMol25 structures with the same formula, charge and spin is 731.9 kJ/mol. As for the LUMO energy (spin up / spin down): -1.1 / -1.6 eV.

[2]
A cluster of 2 separate species, C2H3NO3 in total in a non-equilibrium geometry. Source: the OMol25 dataset; level of theory: ωB97M-V/def2-TZVPD.

```
9
Properties=species:S:1:pos:R:3
C 3.0717 -0.1634 0.0214
C -0.0539 -0.5603 0.1021
N -0.0029 0.5019 -0.6603
O 3.5962 0.8641 0.0226
O 2.6014 -1.2466 0.1112
O -0.3269 1.7004 0.0558
H -0.2574 -0.8106 1.0861
H 0.1367 -1.4821 -0.4260
H -0.5728 2.2421 -0.7005
```

The calculation puts the max |F| at 8.9 eV Å⁻¹. Its energy above the lowest of the compared OMol25 structures with the same formula, charge and spin is 288.1 kJ/mol. The spin multiplicity is 3. As for the LUMO energy (spin up / spin down): 0.6 / -2.5 eV. The expectation value of S² is 2.01.

[3]
A structure of composition C6H6ClFNO15V in a non-equilibrium geometry. Source: the OMol25 dataset; level of theory: ωB97M-V/def2-TZVPD.

```
31
Properties=species:S:1:pos:R:3
V 0.6243 -0.0508 0.2033
C 2.2681 1.3183 -1.4090
O 1.9715 0.2128 -1.5858
O 3.4025 1.7485 -1.6381
O 1.6971 1.7317 -0.3482
C -0.3115 -2.5343 0.1981
O -0.5994 -3.6224 0.7405
O 0.5037 -2.2285 -0.6206
O -0.6953 -1.5884 0.9252
Cl 3.7689 -1.2264 1.5575
O 2.5839 -0.4743 1.9177
O 4.6837 -0.2303 1.0096
O 4.4653 -1.8697 2.6690
O 3.5913 -2.1516 0.4807
C 0.3770 2.5080 3.7385
N -0.5013 1.8798 2.7254
O -1.7152 2.3616 2.6400
O -0.0314 1.0169 1.9608
H 1.1778 1.7953 3.9356
H -0.2191 2.7114 4.6281
H 0.8866 3.3546 3.2784
C -2.6590 -0.4200 -3.7027
C -3.5533 -0.9723 -2.5888
O -3.2337 -0.2108 -1.4164
C -2.0413 0.2451 -1.6253
O -1.3367 0.6995 -0.7312
O -1.6084 -0.0084 -2.9039
F -3.3320 -2.2296 -2.4926
H -3.0601 0.3359 -4.3777
H -2.4741 -1.2115 -4.4290
H -4.6297 -0.8901 -2.7392
```

The calculation puts the max |F| at 13.9 eV Å⁻¹. Its net charge is -3. The spin multiplicity is 4. As for the LUMO energy (spin up / spin down): 5.8 / 5.8 eV. The expectation value of S² is 3.81.

[4]
The molecule C5H9NO in a non-equilibrium geometry. Source: the OMol25 dataset; level of theory: ωB97M-V/def2-TZVPD.

```
16
Properties=species:S:1:pos:R:3
C 0.0472 1.0321 1.1313
C -0.2382 -0.3438 0.2020
C 1.1097 -1.1169 0.1578
C -1.3267 -0.6321 1.1260
N -2.1557 -0.5754 1.9363
C -0.6291 -0.0332 -1.2826
O 0.4394 0.7491 -1.7962
H 0.4340 1.6905 0.3787
H -0.7446 1.5704 1.7058
H 0.7773 0.7391 1.8964
H 1.3617 -1.5692 1.1165
H 1.8558 -0.3521 -0.0879
H 1.2312 -1.8880 -0.6229
H -0.7588 -0.9281 -1.9330
H -1.5804 0.5041 -1.2962
H 0.1773 1.1535 -2.6319
```

The calculation puts the max |F| at 1.9 eV Å⁻¹. Its energy above the lowest of the compared OMol25 structures with the same formula, charge and spin is 233.2 kJ/mol. The SMILES is CC(C)(C#N)CO. As for the LUMO energy: 0.5 eV.

[5]
A structure of composition C24H30N4O4 in a non-equilibrium geometry. Source: the OMol25 dataset; level of theory: ωB97M-V/def2-TZVPD.

```
62
Properties=species:S:1:pos:R:3
C -7.6395 0.0962 -1.1689
C -6.1577 -0.1369 -0.7156
C -5.0931 0.7586 -1.1477
C -3.9219 0.4511 -0.6240
C -3.7309 -0.7045 0.1792
C -4.8582 -1.4246 0.8001
C -6.1612 -1.2507 0.3923
H -6.9112 -1.7303 0.4292
C -4.6131 -2.4183 1.6363
H -5.4174 -2.6979 2.3016
H -3.8101 -1.9868 2.4299
H -4.3847 -3.2595 1.1011
H -2.7447 -0.8911 0.6137
C -2.8740 1.4682 -1.0566
O -2.9517 1.9117 -2.3094
N -1.9238 1.5118 -0.1209
H -1.8257 1.0020 0.7443
C -0.7790 2.3630 -0.4547
C 0.6218 1.7220 -0.8572
C 1.7402 2.1975 -0.5067
C 2.8969 1.4024 -0.8905
C 2.7779 0.1253 -0.9802
N 3.9617 -0.6986 -1.1191
C 3.7662 -2.0924 -1.5493
H 3.1505 -1.9369 -2.8197
H 4.8937 -2.3959 -2.1296
C 3.3802 -3.3978 -0.7019
C 3.0969 -2.5330 0.6770
H 2.2404 -1.9299 0.7782
H 2.6379 -3.5639 1.3250
C 4.2920 -2.1119 1.4535
C 4.7012 -0.8279 1.0393
H 3.9618 -0.0587 1.4229
H 5.5742 -0.6710 1.7582
C 5.0849 -0.7360 -0.3037
H 5.6747 0.4780 -0.4586
H 5.8488 -1.4573 -0.7337
H 4.0333 -2.2361 2.8336
H 5.0916 -2.8715 1.3549
H 2.3552 -3.5739 -0.9849
H 4.2197 -4.0594 -0.4563
C 1.4545 -0.3891 -1.1555
C 0.3605 0.2447 -1.1967
H -0.5523 -0.3041 -1.3931
H 1.3602 -1.4263 -1.7652
N 4.2779 2.1251 -0.6973
O 4.1683 3.0564 0.0964
O 5.2341 1.7426 -1.3105
H 1.9298 3.2855 -0.4892
H -1.1441 3.0423 -1.3929
C -0.5278 3.4338 0.6029
C -0.0363 2.6358 1.7985
O -0.4919 1.7091 2.2030
N 1.1754 2.9136 2.4798
H 1.6053 2.4089 3.2722
H 1.7278 3.8039 2.1763
H -1.5507 3.7526 0.8281
H 0.0454 4.2013 0.4506
H -5.3684 1.5442 -1.8325
H -8.0969 0.7545 -0.3033
H -7.5844 0.4789 -2.3273
H -8.1904 -0.8490 -1.2255
```

The calculation puts the max |F| at 18.1 eV Å⁻¹. Its energy above the lowest of the compared OMol25 structures with the same formula, charge and spin is 1990.2 kJ/mol. As for the LUMO energy: -0.2 eV.

[6]
The molecule C20H31N5O4. Source: the OMol25 dataset; level of theory: ωB97M-V/def2-TZVPD.

```
60
Properties=species:S:1:pos:R:3
C -1.6614 -0.1079 0.0000
C -3.1232 -0.4585 0.2509
C -3.9384 0.8115 0.4939
C -3.3150 -1.4690 1.4100
N -2.2226 -1.5941 2.3571
N -1.1400 -2.4287 2.0544
C -0.1201 -2.0613 2.9200
C 1.1300 -2.8859 2.9724
C 2.3038 -1.9830 3.3205
O 2.6643 -1.8012 4.4682
N 2.8847 -1.3689 2.2656
C 2.3371 -1.0745 0.9296
C 3.2223 0.1932 0.8866
C 2.5169 1.5305 0.7018
N 2.4910 2.0352 -0.6713
C 3.1787 3.2865 -0.9471
C 1.7244 1.3734 -1.5675
O 1.2182 0.2963 -1.2596
C 1.5314 2.0100 -2.9316
C 0.3287 1.5979 -3.7865
O -0.0166 2.3345 -4.6930
N -0.2576 0.4181 -3.5130
C -1.3876 -0.0403 -4.2606
C -2.2802 -1.0426 -3.6030
C -2.7650 0.3661 -3.8281
C 3.6482 -0.1242 2.3430
C -0.4479 -0.9419 3.5910
C -1.8093 -0.5782 3.2058
O -2.4919 0.3932 3.4857
H -1.2314 0.4143 0.8583
H -1.0460 -0.9857 -0.2022
H -1.5774 0.5633 -0.8563
H -3.5155 -0.9412 -0.6505
H -3.5988 1.3101 1.4022
H -3.8367 1.5006 -0.3473
H -4.9997 0.5827 0.6104
H -4.1922 -1.1955 1.9961
H -3.4910 -2.4717 1.0156
H -1.3923 -3.4117 2.0666
H 1.0525 -3.6419 3.7542
H 1.2827 -3.3823 2.0122
H 2.5552 -1.8332 0.1790
H 1.2690 -0.8588 0.9291
H 4.0488 0.1090 0.1814
H 1.4922 1.4541 1.0780
H 3.0266 2.2887 1.2976
H 3.4505 3.3593 -1.9959
H 2.5742 4.1565 -0.6768
H 4.1014 3.3145 -0.3694
H 1.4597 3.0928 -2.8500
H 2.4220 1.8097 -3.5356
H 0.0853 -0.0919 -2.7080
H -1.2112 -0.1286 -5.3243
H -2.6882 -1.8365 -4.2119
H -2.0357 -1.3271 -2.5875
H -2.8305 1.0144 -2.9648
H -3.5048 0.5434 -4.5953
H 3.2452 0.5576 3.0977
H 4.7145 -0.2583 2.5197
H 0.1687 -0.3926 4.2820
```

The calculation puts the max |F| at 0.1 eV Å⁻¹. Its energy above the lowest of the compared OMol25 structures with the same formula, charge and spin is 138.9 kJ/mol. The SMILES is CC(C)Cn1[nH]c(CC(=O)N2CC(CN(C)C(=O)CC(=O)NC3CC3)C2)cc1=O. As for the LUMO energy: 0.4 eV.